Entry 1:
Molecular formula: C2H6FN2
Method: DFT, wB97M-V/def2-TZVPD

Values from the calculation:
- Charge: +1
- Relative energy (zero: lowest compared OMol25 entry of this formula, charge and spin): 4.1259 eV
- HOMO-LUMO gap (spin up / spin down): 7.817 / 9.145 eV

Cartesian coordinates (Å):
F (-2.3811, 0.4242, 0.0249)
H (2.5841, -0.3908, -0.3631)
C (-1.8320, -0.7638, -0.0630)
H (1.0762, 1.9891, -0.4651)
N (1.6508, -0.6196, -0.0020)
H (1.5969, -1.4947, 0.5347)
H (-0.3671, 1.9471, 0.2419)
C (0.6169, 0.1320, 0.1647)
H (-1.8569, -1.4235, -1.0218)
N (0.4392, 1.4150, 0.0077)
H (-1.5271, -1.2150, 0.9410)

Entry 2:
Molecular formula: C23H15BF3N4O6S
Method: DFT, wB97M-V/def2-TZVPD

Values from the calculation:
- Charge: -1
- Relative energy (zero: lowest compared OMol25 entry of this formula, charge and spin): 0.6797 eV
- HOMO-LUMO gap: 4.390 eV

Cartesian coordinates (Å):
C (2.8387, -5.5514, 4.5565)
H (2.2171, -2.5710, 0.7120)
B (0.4254, -3.0402, 2.7483)
O (0.6921, -1.5762, 2.8262)
C (-0.7005, -4.3009, 0.6941)
C (-0.3496, 0.1890, 4.1836)
O (-4.0204, 0.2549, 3.3749)
O (-2.6075, -2.4307, -0.5722)
O (-3.1721, -1.3177, -2.3946)
H (5.8697, -4.4652, 4.2327)
C (0.3575, -4.3945, -1.4683)
C (-2.4549, -0.1191, -0.5836)
H (-2.7673, 1.0567, -2.3921)
H (-1.5434, -4.5605, 1.3375)
C (0.3600, -4.8970, -2.8894)
C (-2.9301, 1.0269, 1.3963)
S (3.1187, -3.1043, 3.8583)
C (-2.3579, -0.0998, 0.8162)
C (5.1814, -4.5813, 5.0809)
F (-0.8456, -4.6953, -3.5085)
C (-2.0626, -1.9177, 5.0840)
C (-3.3069, 2.1754, 0.6188)
H (-1.5326, -5.3392, -1.0133)
N (-4.0747, 3.0414, 1.3452)
C (1.3919, -3.1812, 0.3322)
H (0.7882, -5.8710, 3.7958)
H (5.3845, -5.5358, 5.5748)
C (-0.7008, -4.7440, -0.6395)
C (3.7834, -4.5403, 4.5813)
F (1.3096, -4.2891, -3.6538)
C (-0.1008, -1.1431, 3.8242)
H (3.0239, -6.5405, 4.9657)
N (-3.2014, 2.1873, -0.7122)
O (-0.7724, -3.3315, 3.5787)
C (-0.9643, -2.1959, 4.2710)
C (-2.8014, 1.0724, -1.2987)
O (-4.3689, 2.3481, 2.5256)
C (1.6060, -5.1670, 3.9165)
C (1.4050, -3.6041, -1.0060)
C (-1.5362, 0.4511, 4.8560)
H (-1.8348, 1.4837, 5.0380)
C (1.6242, -3.8642, 3.4633)
H (-3.2833, -0.3463, 5.8416)
F (0.6058, -6.2467, -2.9303)
H (-2.6798, -2.7414, 5.4322)
H (2.2187, -3.3092, -1.6623)
H (-2.0086, -0.9309, 1.4140)
N (-2.7397, -1.3663, -1.2209)
N (-3.7209, 1.0899, 2.5383)
C (0.3553, -3.5443, 1.1709)
H (5.3732, -3.7656, 5.7888)
H (0.3395, 0.9683, 3.8631)
C (-2.3663, -0.5821, 5.3063)

Entry 3:
Molecular formula: C12H32FeN2O9P
Method: DFT, wB97M-V/def2-TZVPD

Values from the calculation:
- Charge: -1
- Expectation value of S²: 6.0106
- HOMO-LUMO gap (spin up / spin down): 5.947 / 6.101 eV
- 2S+1: 5

Cartesian coordinates (Å):
N (-1.4651, -0.1469, -0.7199)
H (-1.6739, -0.1747, -1.7276)
H (1.0688, -1.0741, 1.9115)
H (2.3544, 2.4336, -0.2698)
H (0.2419, 1.5488, 3.9100)
H (-3.3205, -1.0989, -0.8624)
O (-2.1113, -0.8306, 2.2438)
O (0.4518, 1.8338, -0.6268)
C (3.0874, 0.5109, 2.2284)
P (1.9707, -1.4455, -2.2459)
H (-2.0140, -2.0351, -0.1367)
C (-1.7458, -2.1576, 2.5717)
O (0.7349, -2.0932, -1.5411)
H (-0.5166, -0.2277, -3.2854)
N (0.8340, -0.1541, 1.5184)
H (-0.8338, 2.1278, -2.2723)
O (-1.4944, -0.4170, -3.4891)
C (-1.5591, -1.5274, -4.3615)
O (3.8849, 1.4879, 2.8842)
H (-2.9636, -2.3863, -2.9886)
H (4.7206, 3.3100, 2.6285)
H (-3.6641, 0.1592, 1.1973)
C (1.5888, 0.8058, 2.3593)
H (-1.2457, -2.7043, 1.7646)
H (-1.0415, 3.2509, -0.9596)
O (-1.2272, -3.4023, -2.7325)
H (-2.8257, 1.4969, -0.7604)
C (-1.7913, 1.2806, -0.4518)
H (-1.0871, -2.2325, 3.4330)
C (-0.7959, 2.2061, -1.1818)
H (0.6820, -0.0766, 4.1802)
Fe (0.7179, -0.2789, -0.6987)
C (1.3933, 2.8755, -0.5194)
C (1.0877, 0.8664, 3.8009)
H (3.0336, 3.2489, 2.2204)
H (1.1482, 3.5715, 0.2941)
H (-0.5197, -2.8437, -2.2365)
H (-1.7470, 1.5454, 0.6071)
O (2.7142, -2.1662, -3.3186)
H (1.4719, 3.4742, -1.4291)
H (-3.8987, -1.4717, 1.4143)
H (3.3567, 0.3245, 1.1843)
H (1.3034, 1.7242, 1.8364)
C (-3.0802, -0.7645, 1.2272)
H (1.9077, 1.1670, 4.4555)
C (-2.1257, -2.7388, -3.6082)
H (3.2713, -0.3903, 2.8231)
C (-2.4906, -1.0505, -0.1455)
C (3.9693, 2.6914, 2.1341)
O (2.6417, -0.9425, -0.9174)
H (-2.3901, -3.5298, -4.3175)
H (-2.6812, -2.6929, 2.7708)
H (-2.1869, -1.3490, -5.2427)
O (1.2976, -0.0988, -2.6936)
H (4.2782, 2.5288, 1.1020)
H (-0.5535, -1.7900, -4.7070)
H (-0.1626, -0.1781, 1.7465)

Entry 4:
Molecular formula: CH2N2P2
Method: DFT, wB97M-V/def2-TZVPD

Values from the calculation:
- Charge: 0
- Relative energy (zero: lowest compared OMol25 entry of this formula, charge and spin): 3.0857 eV
- HOMO-LUMO gap: 7.213 eV

Cartesian coordinates (Å):
P (-1.0177, -0.4433, 0.8285)
P (1.4259, -1.1242, -0.2319)
N (0.4434, -1.2086, 1.0131)
H (0.7275, 0.8650, -2.0334)
C (0.5242, 0.2220, -1.0474)
N (-0.6268, 0.4783, -0.5631)
H (-1.4765, 1.2109, 2.0343)

These records have electronic energy values of -7858.535, -61999.902, -78049.717, -22623.872 eV, in the order they appear.